Formula: C3H3F2NO
Source: the Open Molecules 2025 dataset
Level of theory: ωB97M-V/def2-TZVPD

```
! RIJCOSX wB97M-V def2-TZVPD def2/J DEFGRID3
* xyz 0 1
N -0.1176 -2.4047 1.2729
C 0.1431 -1.6175 0.4623
C 0.5476 -0.3666 -0.1856
O 0.3930 -0.5471 -1.5092
C -0.6094 0.9828 0.3327
F -0.5074 1.3074 1.6714
F -1.7824 0.5401 -0.0426
H 1.5572 -0.0144 0.1612
H 0.7763 0.1239 -1.9524
H -0.4005 1.9961 -0.2107
*
```

Output
* HOMO: -10.67 eV
* strongest force on any atom: 0.0929 Eh/bohr
* energy above the lowest of the compared OMol25 structures with the same formula, charge and spin: 36.6 kcal/mol
* structure (SMILES): N#C[C@@H](O)C(F)F
* E: -445.769150 Eh
* HOMO-LUMO gap: 10.997 eV


Formula: C33H32BF6O10ReSSb
Source: the Open Molecules 2025 dataset
Level of theory: ωB97M-V/def2-TZVPD

```
! RIJCOSX wB97M-V def2-TZVPD def2/J DEFGRID3
* xyz 0 2
Re -0.5784 2.1635 0.9445
O -1.3753 -0.6476 3.7842
C -1.5842 0.2373 3.0004
O -0.6841 0.5680 2.0728
C -2.8910 1.0369 3.0558
C -2.6095 2.5018 3.4666
C -3.8741 3.1717 3.9936
C -4.7022 3.3300 2.6960
C -3.7347 2.7883 1.6437
O -2.4439 3.1385 2.1785
C -3.6717 1.2591 1.7062
C -2.9588 0.6724 0.5034
O -3.2171 -0.4069 0.0643
O -1.9938 1.4558 -0.0771
H -3.5072 0.5287 3.7934
H -1.7168 2.6399 4.0720
H -4.3664 2.5732 4.7577
H -3.6247 4.1432 4.4156
H -5.6301 2.7598 2.7073
H -4.9410 4.3733 2.5026
H -3.8399 3.1971 0.6424
H -4.6599 0.8057 1.7364
C 3.0154 3.6768 -2.5420
C 2.6885 2.3956 -1.7960
C 3.9593 1.7497 -1.2593
O 1.8616 2.7228 -0.6512
B 0.9042 1.7327 -0.5132
O 0.9618 0.8246 -1.5375
C 1.7835 1.4057 -2.5860
C 0.8230 2.1104 -3.5374
C 2.5283 0.3021 -3.3093
H 3.7477 4.2567 -1.9793
H 2.1265 4.2896 -2.6781
H 3.4427 3.4510 -3.5205
H 4.4092 2.4217 -0.5285
H 4.6809 1.5689 -2.0566
H 3.7398 0.8024 -0.7649
H 0.2682 2.8959 -3.0215
H 0.1046 1.3792 -3.9071
H 1.3463 2.5480 -4.3872
H 3.0797 -0.3344 -2.6211
H 3.2259 0.7326 -4.0308
H 1.8214 -0.3269 -3.8490
F 2.6947 4.8248 1.0628
C 1.6492 5.6234 0.9540
F 1.5066 6.0286 -0.2995
F 1.8169 6.6770 1.7439
S 0.0794 4.7453 1.4831
O -0.6419 5.6635 2.2853
O 0.5165 3.4660 2.1542
O -0.5582 4.2510 0.2423
F -3.7315 -6.8827 -2.1322
C -3.0039 -5.8170 -1.7354
C -3.4297 -4.5535 -2.0844
C -2.6713 -3.4670 -1.6641
C -1.5078 -3.6384 -0.9196
C -1.1094 -4.9365 -0.6010
C -1.8556 -6.0349 -0.9969
Sb -0.3420 -1.8975 -0.4517
C 1.3134 -2.6490 -1.6263
C 1.0368 -3.0214 -2.9408
C 2.0267 -3.4943 -3.7891
C 3.3166 -3.5809 -3.3036
F 4.2929 -4.0305 -4.1213
C 3.6386 -3.2257 -2.0102
C 2.6256 -2.7604 -1.1803
C 0.3718 -2.5544 1.4611
C 1.5273 -1.9769 1.9849
C 2.0201 -2.3391 3.2288
C 1.3169 -3.2749 3.9605
F 1.7912 -3.6443 5.1698
C 0.1403 -3.8323 3.5063
C -0.3270 -3.4591 2.2544
H -4.3324 -4.4314 -2.6671
H -3.0084 -2.4664 -1.9111
H -0.1933 -5.1011 -0.0456
H -1.5603 -7.0455 -0.7493
H 0.0234 -2.9491 -3.3230
H 1.8126 -3.7962 -4.8054
H 4.6599 -3.3186 -1.6659
H 2.8837 -2.4924 -0.1640
H 2.0416 -1.1938 1.4369
H 2.9202 -1.9018 3.6388
H -0.4001 -4.5303 4.1309
H -1.2641 -3.8769 1.9065
*
```

Output
* expectation value of S²: 0.75
* HOMO (alpha / beta): -7.91 / -7.90 eV
* strongest force on any atom: 0.0167 Eh/bohr
* energy above the lowest of the compared OMol25 structures with the same formula, charge and spin: 15.8 kcal/mol
* E: -3369.947603 Eh
* HOMO-LUMO gap (alpha / beta): 6.123 / 6.549 eV


Formula: C25H27GeN2O2PtS2
Source: the Open Molecules 2025 dataset
Level of theory: ωB97M-V/def2-TZVPD

```
! RIJCOSX wB97M-V def2-TZVPD def2/J DEFGRID3
* xyz -1 1
Pt 0.8000 0.1371 1.2322
O -1.4013 2.4679 1.5974
S -0.9733 2.7100 0.2407
O -0.7891 4.0736 -0.2012
N 0.3483 1.8273 -0.0230
C 1.1472 2.1059 -1.1248
C 0.7639 2.7979 -2.2596
C 1.6458 3.0176 -3.3282
C 2.9315 2.5529 -3.3012
C 3.3724 1.8428 -2.1649
C 4.6774 1.3094 -2.0735
C 5.0511 0.6055 -0.9639
C 4.1122 0.4534 0.0717
N 2.9054 0.9517 0.0205
C 2.4972 1.6286 -1.0757
C -2.2744 2.0566 -0.7895
C -2.7749 2.8065 -1.8402
C -3.7901 2.2854 -2.6294
C -4.3043 1.0255 -2.3595
C -3.8102 0.2888 -1.2909
C -2.7957 0.8051 -0.5034
H -0.2402 3.1952 -2.3344
H 1.2833 3.5597 -4.1925
H 3.6111 2.7083 -4.1296
H 5.3633 1.4605 -2.8987
H 6.0382 0.1747 -0.8662
H 4.3659 -0.0968 0.9721
H -2.3741 3.7957 -2.0201
H -4.1832 2.8673 -3.4537
H -5.0962 0.6203 -2.9770
H -4.2154 -0.6907 -1.0706
H -2.4026 0.2544 0.3431
S 1.8085 -1.0079 2.9197
C 0.5501 -1.2378 4.1392
C 0.3509 -2.4975 4.7040
C -0.6157 -2.6977 5.6747
C -1.4144 -1.6437 6.0945
C -1.2296 -0.3857 5.5321
C -0.2558 -0.1811 4.5706
H 0.9657 -3.3213 4.3657
H -0.7532 -3.6868 6.0963
H -2.1787 -1.7998 6.8463
H -1.8543 0.4439 5.8413
H -0.1277 0.7935 4.1161
C 1.4337 -3.1804 -0.9324
Ge -0.2716 -2.2028 -0.8111
C -0.3495 -0.9580 -2.3358
C -1.7464 -3.4981 -1.1041
C -0.4085 -1.4865 0.9961
H 1.4334 -3.8908 -1.7611
H 1.6259 -3.7184 -0.0045
H 2.2509 -2.4684 -1.0828
H 0.1887 -1.3936 -3.1801
H 0.1092 0.0028 -2.0956
H -1.3797 -0.7738 -2.6408
H -1.6818 -3.9378 -2.1011
H -2.7092 -2.9927 -1.0160
H -1.7194 -4.3032 -0.3692
H -0.0678 -2.3029 1.6392
H -1.4427 -1.2717 1.2925
*
```

Output
* HOMO: -4.19 eV
* strongest force on any atom: 0.0165 Eh/bohr
* energy above the lowest of the compared OMol25 structures with the same formula, charge and spin: 6.8 kcal/mol
* E: -4221.539630 Eh
* HOMO-LUMO gap: 6.852 eV


Formula: CH3NOS2
Source: the Open Molecules 2025 dataset
Level of theory: ωB97M-V/def2-TZVPD

```
! RIJCOSX wB97M-V def2-TZVPD def2/J DEFGRID3
* xyz 0 1
O 2.0162 -0.1840 -0.6804
C 0.9320 -0.4990 -0.4112
N -0.0490 0.3256 -0.0435
S -0.0207 1.9381 0.0348
S -1.5460 -0.6546 0.6241
H 0.4510 -1.5877 -0.4783
H 0.1360 2.1609 1.3589
H -1.9195 -1.4994 -0.4045
*
```

Output
* HOMO: -9.84 eV
* strongest force on any atom: 0.0948 Eh/bohr
* energy above the lowest of the compared OMol25 structures with the same formula, charge and spin: 27.7 kcal/mol
* structure (SMILES): O=CN(S)S
* E: -966.204637 Eh
* HOMO-LUMO gap: 9.637 eV